Entry from the Open Molecules 2025 dataset: C9H11BrNPtS2 as an isolated structure (the ωB97M-V functional and the def2-TZVPD basis).

Output
Kohn-Sham gap ... 0.19590 Ha
Maximum force ... 0.042 Eh/bohr
Net charge ... -1
Lowest unoccupied orbital energy ... 2.720 eV

Last column: Löwdin charge in e.
Positions of all 25 atoms, in Å:
H 1.936760 3.427108 -0.889908  0.059
C -3.933740 -2.146792 0.710592  -0.127
H 0.238360 -3.007492 -0.000008  -0.158
H 1.936760 3.427108 0.889992  0.059
C -3.834840 -0.299892 -0.820608  -0.063
C -2.545940 -2.152992 0.715692  -0.722
S 2.659660 -1.225992 -0.000008  0.383
H -5.672340 -1.165892 -0.102708  0.101
C -4.586740 -1.200292 -0.074108  -0.085
H 5.120560 -0.025192 -0.000008  0.044
C 4.457260 0.848008 -0.000008  -0.179
H 4.712260 1.431108 -0.892508  0.067
Br -1.641140 -3.436292 1.779692  0.699
H -4.501440 -2.858092 1.300292  0.094
N -1.792240 -1.289692 -0.000008  -0.218
C -2.453540 -0.383592 -0.751208  -0.165
H 3.421760 3.151908 -0.000008  0.047
H 4.712260 1.431108 0.892592  0.067
S 0.302060 1.131708 -0.000008  0.423
Pt 0.238360 -1.289692 -0.000008  0.365
C 2.985760 0.493608 -0.000008  -0.840
H -1.822640 0.297408 -1.315808  0.054
C 2.025560 1.456508 -0.000008  -0.835
C 2.349960 2.936808 -0.000008  -0.174
H -4.312740 0.449508 -1.441908  0.103

Atoms 1-2, force components in eV/Å:
H -0.114 -0.029 0.149
C -0.183 0.293 -0.256